1.
A single C15H10OS molecule, computed with wB97M-V/def2-TZVPD.

Geometry as XYZ:
```
27
Properties=species:S:1:pos:R:3:mulliken_charge:R:1
S 1.373 2.786 1.740 -0.3752
O 0.532 -0.802 0.146 -0.3487
C 1.284 1.263 1.162 -0.5848
C 0.304 0.595 0.351 0.9105
C -0.856 1.156 -0.069 -0.5525
C -3.681 0.324 -2.994 -0.0121
C 3.350 -2.155 2.151 -0.4177
C 3.858 -1.046 2.616 -0.6123
C -4.105 1.083 -1.920 -0.9227
C -2.427 -0.312 -3.110 -0.8138
C 2.250 -2.195 1.309 -0.5764
C 3.211 0.156 2.414 -0.5143
C -3.119 1.242 -0.907 -0.2849
C -1.540 -0.043 -2.078 0.0205
C 1.615 -1.065 0.949 -0.0562
C 2.100 0.132 1.545 0.9938
C -1.826 0.660 -0.988 0.4123
H -1.017 2.093 0.331 0.4830
H -4.338 0.012 -3.821 0.3006
H 3.899 -3.062 2.370 0.3522
H 4.695 -0.986 3.250 0.4171
H -5.072 1.573 -2.003 0.3657
H -2.077 -0.698 -4.080 0.3216
H 1.828 -3.138 0.833 0.3093
H 3.540 1.088 2.895 0.3764
H -3.283 1.720 -0.039 0.5163
H -0.495 -0.381 -2.056 0.2923
```

Output
HOMO-LUMO gap   6.904 eV
Net charge   0
Relative energy (zero: lowest compared OMol25 entry of this formula, charge and spin)   0.000 eV
Electronic energy   -1050.9474 Ha
Molar mass   238.31 g/mol

***

2.
A molecular structure, C4H2AgO2, computed with wB97M-V/def2-TZVPD.

Geometry as XYZ:
```
9
Properties=species:S:1:pos:R:3:mulliken_charge:R:1
O -1.261 -1.752 -2.160 -0.4961
C -0.188 -1.366 -1.683 0.0010
H 0.767 -1.549 -2.223 0.3209
C 0.498 1.751 -0.620 -0.2757
C 0.015 0.612 -0.610 -0.4580
C 0.030 -0.795 -0.284 0.6787
O -0.430 -1.153 0.851 -0.7333
Ag -0.469 0.423 2.580 0.6399
H 0.560 2.760 -1.001 0.3225
```

Output
HOMO-LUMO gap (alpha / beta)   4.141 / 6.493 eV
Net charge   0
Relative energy (zero: lowest compared OMol25 entry of this formula, charge and spin)   0.602 eV
Electronic energy   -450.8485 Ha
Molar mass   189.93 g/mol
Multiplicity   2

***

3.
4 unconnected molecules or ions with the total composition C26H58BrN3, computed with wB97M-V/def2-TZVPD.

Geometry as XYZ:
```
88
Properties=species:S:1:pos:R:3:mulliken_charge:R:1
C -4.825 4.218 3.345 -1.4994
C -3.479 3.744 2.764 -0.1518
C -3.546 2.141 2.726 -0.8227
N -2.514 1.435 1.790 0.5650
C -2.488 2.000 0.411 -1.0535
C -2.774 -0.099 1.739 -0.6481
C -2.102 -0.624 3.011 -0.3609
C -0.876 0.224 3.259 -0.6937
C -1.046 1.458 2.317 -0.2002
H -5.721 3.936 2.793 0.3898
H -4.834 5.299 3.203 0.4255
H -4.913 4.007 4.411 0.3778
H -2.662 4.153 3.359 0.3357
H -3.580 4.270 1.815 0.2781
H -4.507 1.769 2.371 0.4044
H -3.361 1.745 3.725 0.4312
H -2.185 3.045 0.477 0.3054
H -3.475 1.924 -0.045 0.4480
H -1.735 1.436 -0.140 0.2865
H -2.480 -0.575 0.804 0.3722
H -3.837 -0.328 1.818 0.3865
H -1.785 -1.630 2.737 0.0517
H -2.810 -0.608 3.840 0.4128
H 0.078 -0.295 3.174 0.4059
H -0.878 0.625 4.273 0.3030
H -0.247 1.421 1.576 -0.1067
H -0.838 2.372 2.874 0.4233
C 0.591 5.077 -6.723 -1.3589
C -0.016 4.637 -5.433 -0.4807
C 1.191 4.170 -4.556 -0.6797
C 0.561 3.858 -3.246 -0.8794
N 1.473 4.154 -2.020 0.2768
C 0.850 3.637 -0.683 -0.2112
C 1.290 4.615 0.378 -0.5232
C 1.886 5.829 -0.316 -0.8324
C 1.536 5.696 -1.791 -0.5409
C 2.924 3.628 -2.154 -0.9831
H -0.112 5.606 -7.367 0.3692
H 0.865 4.149 -7.226 0.3542
H 1.521 5.643 -6.667 0.3381
H -0.830 3.914 -5.495 0.3523
H -0.445 5.519 -4.957 0.3787
H 1.896 4.996 -4.455 0.3554
H 1.810 3.364 -4.952 0.5148
H 0.288 2.806 -3.340 0.3860
H -0.360 4.404 -3.045 0.4508
H 1.088 2.595 -0.468 0.1024
H -0.223 3.657 -0.868 0.1263
H 1.956 4.010 0.992 0.4299
H 0.431 4.888 0.991 0.2818
H 2.971 5.855 -0.215 0.3015
H 1.451 6.761 0.047 0.4295
H 2.210 6.263 -2.433 0.3889
H 0.554 6.157 -1.899 0.4195
H 2.722 2.580 -2.371 0.4148
H 3.515 3.800 -1.254 0.3836
H 3.475 4.138 -2.945 0.3634
C 3.668 -9.460 1.134 -1.3123
C 3.366 -7.988 1.547 -0.6603
C 1.953 -7.573 1.184 -0.6112
C 1.628 -6.100 1.521 -0.9728
N 0.436 -5.542 0.761 0.3574
C 0.667 -5.399 -0.793 -0.4210
C 0.630 -3.858 -1.037 -0.7374
C -0.293 -3.371 0.093 0.2403
C 0.277 -4.036 1.239 -0.9147
C -0.853 -6.367 1.138 -0.9515
H 3.330 -9.751 0.139 0.3590
H 3.009 -10.159 1.649 0.3693
H 4.736 -9.623 1.281 0.3584
H 4.097 -7.358 1.041 0.3892
H 3.489 -7.736 2.600 0.3389
H 1.295 -8.033 1.921 0.4486
H 1.699 -7.942 0.190 0.4886
H 2.471 -5.456 1.271 0.4886
H 1.339 -5.962 2.563 0.4343
H -0.195 -5.883 -1.250 0.2506
H 1.635 -5.879 -0.939 0.3579
H 0.174 -3.609 -1.995 0.3940
H 1.600 -3.362 -1.073 0.3692
H -1.321 -3.618 -0.171 0.3022
H -0.408 -2.290 0.181 -0.1973
H -0.323 -3.975 2.147 0.3969
H 1.257 -3.579 1.377 0.3183
H -0.659 -7.439 1.168 0.3517
H -1.695 -6.140 0.484 0.3894
H -1.168 -6.016 2.121 0.3740
Br 0.508 0.039 -1.455 0.0075
```

Output
HOMO-LUMO gap (alpha / beta)   10.292 / 5.153 eV
Net charge   +3
Electronic energy   -3762.7061 Ha
Molar mass   492.68 g/mol
Multiplicity   2

***

4.
A molecular structure, C33H57N3O4PdSi, computed with wB97M-V/def2-TZVPD.

Geometry as XYZ:
```
99
Properties=species:S:1:pos:R:3:mulliken_charge:R:1
O 1.766 -1.947 -2.045 0.5051
O -1.477 -2.259 -4.190 -0.2092
C 3.172 -2.347 -2.226 -0.5101
C 3.692 -2.930 -0.948 -1.0544
H 3.636 -1.399 -2.538 0.2815
H 3.122 -3.049 -3.083 0.3435
H 3.394 -2.349 -0.065 0.1021
H 4.766 -2.846 -1.072 0.4517
H 3.384 -3.971 -0.804 0.3440
C 0.888 -3.034 -1.711 0.4294
C 0.822 -4.180 -2.713 -1.4698
H -0.138 -2.646 -1.593 -0.4484
H 1.186 -3.435 -0.729 0.4733
H 0.308 -3.912 -3.641 0.1341
H 0.150 -4.920 -2.275 0.4541
H 1.749 -4.726 -2.918 0.4319
C -2.802 -1.756 -4.033 0.4616
C -0.578 -1.442 -4.939 0.6192
C -3.580 -2.628 -3.077 -1.3734
H -3.305 -1.737 -5.011 0.3496
H -2.759 -0.729 -3.646 -0.3671
H -3.583 -3.659 -3.433 0.3570
H -4.609 -2.267 -3.020 0.3973
H -3.170 -2.613 -2.061 0.2229
C -0.501 -1.738 -6.420 -1.5566
H 0.396 -1.606 -4.462 -0.2333
H -0.854 -0.385 -4.839 0.0528
H -0.120 -2.741 -6.580 0.3283
H 0.206 -1.052 -6.893 0.4073
H -1.478 -1.648 -6.901 0.3477
H -1.630 -0.400 1.295 -0.1773
N 1.742 1.063 1.831 1.0548
C 1.706 2.258 2.367 0.7021
C 0.648 3.203 2.316 -1.4240
C -0.742 3.028 2.171 0.7619
C 2.922 2.773 3.133 -1.5357
H 3.832 2.691 2.518 0.2280
H 3.061 2.218 4.074 0.2049
H 2.774 3.824 3.400 0.6151
C -1.589 4.277 2.206 -1.8814
H -2.083 4.403 3.180 0.2790
H -2.350 4.246 1.416 0.1989
H -0.953 5.149 2.051 0.5610
N -1.301 1.849 2.036 1.4215
C 2.785 0.160 2.110 0.2586
C 3.862 0.038 1.187 0.6547
C 3.823 0.794 -0.101 -0.6456
C 4.962 -0.750 1.511 -0.5667
H 5.809 -0.804 0.826 0.4584
C 5.012 -1.470 2.704 -0.9429
H 5.879 -2.076 2.941 0.4409
C 3.952 -1.367 3.610 -0.9184
H 4.002 -1.911 4.553 0.4126
C 2.848 -0.566 3.337 0.5481
C 1.720 -0.446 4.310 -0.9785
C -2.558 1.510 2.473 -0.3573
C -3.654 1.399 1.557 1.1166
C -3.636 2.146 0.264 -0.9949
C -4.709 0.562 1.898 -0.8931
H -5.478 0.292 1.154 0.4041
C -4.816 0.071 3.192 -0.9663
H -5.626 -0.601 3.452 0.3851
C -3.877 0.408 4.175 -0.7978
H -3.988 0.050 5.196 0.3704
C -2.751 1.137 3.837 0.8536
C -1.711 1.489 4.844 -1.2856
Pd 1.213 -0.362 -0.438 -1.2329
H 4.579 0.433 -0.808 0.3904
H 3.987 1.871 0.031 0.3564
H 2.814 0.709 -0.585 -0.5323
H 1.699 0.549 4.780 0.2313
H 1.803 -1.209 5.095 0.4163
H 0.760 -0.577 3.794 -0.0451
H -4.012 1.486 -0.527 0.3991
H -2.630 2.473 -0.028 -0.3692
H -4.287 3.039 0.300 0.3634
H -0.715 1.125 4.555 0.0391
H -1.941 1.050 5.821 0.4573
H -1.679 2.582 4.951 0.2552
H 0.956 4.213 2.553 0.3785
C -1.196 0.015 -0.387 0.1325
Si -0.506 1.245 -1.686 1.5612
H -1.540 -0.871 -0.936 0.6746
H -1.941 0.526 0.240 -0.3357
C 0.998 0.735 -2.758 -0.2128
C 0.125 2.848 -0.927 -0.4253
C -1.814 1.841 -2.898 -1.1443
H -2.298 1.051 -3.477 0.2482
H -1.308 2.519 -3.599 0.3598
H -2.613 2.406 -2.404 0.3354
H 1.942 0.419 -2.264 -0.2102
H 1.257 1.679 -3.270 0.5119
H 0.822 -0.046 -3.500 -0.2970
H 0.619 2.630 0.026 -0.3993
H -0.659 3.603 -0.767 0.2832
H 0.882 3.257 -1.608 0.5307
O -2.794 -2.888 2.120 -0.5005
N -2.556 -1.897 1.453 0.3106
O -1.536 -1.152 1.992 -0.3671
```

Output
HOMO-LUMO gap (alpha / beta)   7.581 / 5.177 eV
Net charge   0
Relative energy (zero: lowest compared OMol25 entry of this formula, charge and spin)   1.829 eV
Electronic energy   -2173.9356 Ha
Molar mass   694.34 g/mol
Multiplicity   3

***

5.
A single C6H5N2P molecule, computed with wB97M-V/def2-TZVPD.

Geometry as XYZ:
```
14
Properties=species:S:1:pos:R:3:mulliken_charge:R:1
C 1.286 -0.399 -0.748 -0.6952
C 1.485 0.962 -0.603 -0.4482
C -1.280 -2.330 0.281 -0.2117
C -2.525 -0.048 1.279 -0.0830
C 0.057 -0.647 -0.160 0.1201
C -0.482 0.524 0.328 0.2935
N -1.637 0.811 0.958 -0.5591
N 0.427 1.515 0.039 0.0085
P -2.635 -1.858 1.084 -0.2074
H 1.946 -1.101 -1.215 0.4150
H 2.321 1.556 -0.920 0.3988
H -0.876 -3.255 -0.060 0.3915
H -3.398 0.370 1.777 0.3666
H 0.303 2.485 0.279 0.2108
```

Output
HOMO-LUMO gap   7.886 eV
Net charge   0
Relative energy (zero: lowest compared OMol25 entry of this formula, charge and spin)   2.307 eV
Electronic energy   -682.3524 Ha
Molar mass   136.09 g/mol

***

6.
7 unconnected molecules or ions with the total composition C10H22Cl4F8N5O10S4, computed with wB97M-V/def2-TZVPD.

Geometry as XYZ:
```
63
Properties=species:S:1:pos:R:3:mulliken_charge:R:1
N -0.109 -0.381 0.235 -0.3911
H -0.094 0.434 0.831 0.2668
H 0.235 -1.232 0.656 0.3835
H 0.571 -0.075 -0.447 0.3650
H -1.053 -0.493 -0.106 0.3568
C -1.048 4.722 0.104 0.6416
F -2.236 5.103 0.601 -0.2175
F -1.164 3.464 -0.461 -0.2437
F -0.687 5.519 -0.806 -0.2004
S 0.343 4.774 1.488 0.8934
O 1.614 4.553 0.817 -0.6105
O 0.182 6.110 2.028 -0.5346
N -0.275 3.369 2.417 -0.3056
S -0.673 3.976 3.751 0.9880
O 0.530 4.554 4.429 -0.6749
O -1.854 4.866 3.851 -0.6275
C -1.129 2.418 4.695 0.5582
F -1.429 2.663 5.975 -0.2100
F -2.239 1.865 4.228 -0.2288
F -0.073 1.561 4.633 -0.2160
N 0.626 -4.937 1.887 -0.1943
S 0.476 -6.236 0.834 1.0461
O -0.559 -7.224 1.148 -0.5368
O 1.762 -6.777 0.330 -0.5633
F -0.154 -5.346 -0.380 -0.2858
S 0.499 -5.736 3.197 0.9927
O 1.504 -6.771 3.445 -0.5842
O -0.812 -5.951 3.793 -0.5935
F 0.997 -4.563 4.094 -0.2761
C -6.942 -1.599 -2.237 -0.9675
C -6.301 -0.675 -1.322 0.6976
O -5.068 -0.742 -1.352 -0.6425
N -6.984 -0.026 -0.365 -0.2373
C -6.377 0.905 0.640 -0.7260
H -7.070 -1.175 -3.233 0.2284
H -7.955 -1.784 -1.880 0.3174
H -6.545 -2.613 -2.285 0.2828
H -7.945 -0.331 -0.301 0.2278
H -5.754 1.682 0.196 0.2274
H -5.805 0.110 1.120 0.2876
H -7.095 1.289 1.364 0.3055
C 3.397 2.791 -4.890 -0.9484
C 2.792 1.431 -4.739 0.7455
O 2.572 1.023 -3.595 -0.6919
N 2.400 0.791 -5.784 -0.2133
C 1.571 -0.461 -5.789 -0.8286
H 2.862 3.648 -4.481 0.2819
H 3.380 3.082 -5.940 0.3048
H 4.391 2.714 -4.448 0.2416
H 2.631 1.166 -6.693 0.2115
H 1.485 -0.888 -4.789 0.2867
H 1.917 -1.299 -6.393 0.3114
H 0.557 -0.221 -6.109 0.3006
C 5.906 -3.702 -0.325 -0.1943
Cl 7.175 -2.461 -0.621 -0.1690
Cl 6.424 -4.748 1.075 -0.1395
H 5.063 -3.134 0.067 0.2125
H 5.806 -4.254 -1.259 0.2895
C 5.050 1.000 3.306 -0.1119
Cl 5.468 -0.190 4.611 -0.1580
Cl 5.730 2.553 3.612 -0.1436
H 5.538 0.723 2.372 0.2108
H 3.977 1.159 3.199 0.2026
```

Output
HOMO-LUMO gap   7.479 eV
Net charge   -1
Relative energy (zero: lowest compared OMol25 entry of this formula, charge and spin)   0.000 eV
Electronic energy   -5652.7815 Ha
Molar mass   794.38 g/mol

***

Among the records above, which one has the highest net charge?
C26H58BrN3

***

Copy entry 6 word for word.
7 unconnected molecules or ions with the total composition C10H22Cl4F8N5O10S4, computed with wB97M-V/def2-TZVPD.

Geometry as XYZ:
```
63
Properties=species:S:1:pos:R:3:mulliken_charge:R:1
N -0.109 -0.381 0.235 -0.3911
H -0.094 0.434 0.831 0.2668
H 0.235 -1.232 0.656 0.3835
H 0.571 -0.075 -0.447 0.3650
H -1.053 -0.493 -0.106 0.3568
C -1.048 4.722 0.104 0.6416
F -2.236 5.103 0.601 -0.2175
F -1.164 3.464 -0.461 -0.2437
F -0.687 5.519 -0.806 -0.2004
S 0.343 4.774 1.488 0.8934
O 1.614 4.553 0.817 -0.6105
O 0.182 6.110 2.028 -0.5346
N -0.275 3.369 2.417 -0.3056
S -0.673 3.976 3.751 0.9880
O 0.530 4.554 4.429 -0.6749
O -1.854 4.866 3.851 -0.6275
C -1.129 2.418 4.695 0.5582
F -1.429 2.663 5.975 -0.2100
F -2.239 1.865 4.228 -0.2288
F -0.073 1.561 4.633 -0.2160
N 0.626 -4.937 1.887 -0.1943
S 0.476 -6.236 0.834 1.0461
O -0.559 -7.224 1.148 -0.5368
O 1.762 -6.777 0.330 -0.5633
F -0.154 -5.346 -0.380 -0.2858
S 0.499 -5.736 3.197 0.9927
O 1.504 -6.771 3.445 -0.5842
O -0.812 -5.951 3.793 -0.5935
F 0.997 -4.563 4.094 -0.2761
C -6.942 -1.599 -2.237 -0.9675
C -6.301 -0.675 -1.322 0.6976
O -5.068 -0.742 -1.352 -0.6425
N -6.984 -0.026 -0.365 -0.2373
C -6.377 0.905 0.640 -0.7260
H -7.070 -1.175 -3.233 0.2284
H -7.955 -1.784 -1.880 0.3174
H -6.545 -2.613 -2.285 0.2828
H -7.945 -0.331 -0.301 0.2278
H -5.754 1.682 0.196 0.2274
H -5.805 0.110 1.120 0.2876
H -7.095 1.289 1.364 0.3055
C 3.397 2.791 -4.890 -0.9484
C 2.792 1.431 -4.739 0.7455
O 2.572 1.023 -3.595 -0.6919
N 2.400 0.791 -5.784 -0.2133
C 1.571 -0.461 -5.789 -0.8286
H 2.862 3.648 -4.481 0.2819
H 3.380 3.082 -5.940 0.3048
H 4.391 2.714 -4.448 0.2416
H 2.631 1.166 -6.693 0.2115
H 1.485 -0.888 -4.789 0.2867
H 1.917 -1.299 -6.393 0.3114
H 0.557 -0.221 -6.109 0.3006
C 5.906 -3.702 -0.325 -0.1943
Cl 7.175 -2.461 -0.621 -0.1690
Cl 6.424 -4.748 1.075 -0.1395
H 5.063 -3.134 0.067 0.2125
H 5.806 -4.254 -1.259 0.2895
C 5.050 1.000 3.306 -0.1119
Cl 5.468 -0.190 4.611 -0.1580
Cl 5.730 2.553 3.612 -0.1436
H 5.538 0.723 2.372 0.2108
H 3.977 1.159 3.199 0.2026
```

Output
HOMO-LUMO gap   7.479 eV
Net charge   -1
Relative energy (zero: lowest compared OMol25 entry of this formula, charge and spin)   0.000 eV
Electronic energy   -5652.7815 Ha
Molar mass   794.38 g/mol

***

What is the formula in the fifth record?
C6H5N2P